Formula: C38H89CrF6N7O17S2
Source: the OMol25 dataset
Level of theory: ωB97M-V/def2-TZVPD

Computed properties:
Gap between HOMO and LUMO (spin up / spin down) in eV: 8.6 / 8.6
Electronic energy in eV: -152477.54532
Expectation value of S²: 6.011
E_LUMO (spin up / spin down) in Eh: 0.01874 / 0.01872
Multiplicity: 5

Atoms and positions in Å:
Cr: -0.4459 1.6424 -1.8323
C: -4.0761 0.4451 -2.8544
F: -5.1991 0.2464 -3.5130
F: -4.1298 1.6232 -2.2208
F: -3.8761 -0.5063 -1.9557
S: -2.6468 0.5477 -4.0938
O: -2.8333 -0.4227 -5.0964
O: -2.6791 1.9238 -4.4909
N: -1.3282 0.2950 -3.0727
S: -1.1212 -1.3191 -2.9023
O: -0.5242 -1.4938 -1.6144
O: -2.2238 -2.1883 -3.1414
C: 0.1111 -1.8546 -4.1985
F: -0.2499 -1.3413 -5.3841
F: 1.3298 -1.4102 -3.8662
F: 0.1167 -3.1674 -4.2881
C: 2.5520 1.5008 0.8210
C: 1.5261 1.6216 -0.2478
O: 0.9580 2.7242 -0.5175
O: 1.2622 0.6204 -0.9729
H: 3.5669 1.4578 0.4167
H: 2.4437 0.5529 1.3425
H: 2.5472 2.3514 1.4990
C: 3.2299 5.6264 -1.7012
C: 2.8558 6.1150 -0.3318
C: 2.9331 7.6119 -0.1148
O: 4.1178 8.1086 -0.7123
C: 4.2286 9.5060 -0.5721
N: 1.5133 5.6541 0.0150
H: 2.5339 5.9251 -2.4840
H: 3.2329 4.5297 -1.6987
H: 4.2687 5.8782 -1.9143
H: 3.5463 5.7231 0.4366
H: 2.8665 7.8921 0.9439
H: 2.0821 8.0805 -0.6423
H: 3.4639 9.9700 -1.2056
H: 5.2204 9.7872 -0.9167
H: 4.1079 9.8137 0.4713
H: 1.3251 4.6589 -0.0516
H: 1.2953 5.8859 0.9796
C: 4.8163 -0.7544 -1.7702
O: 5.5074 -1.8920 -1.3088
C: 6.2006 -1.7322 -0.0926
C: 6.8871 -3.0335 0.2176
N: 5.9317 -4.0551 0.5861
C: 6.5659 -5.2764 1.0927
C: 5.4946 -6.2637 1.4838
O: 5.0373 -6.9685 0.3605
C: 3.9183 -7.7752 0.6223
H: 3.7454 -0.9676 -1.8333
H: 5.1302 -0.5003 -2.7903
H: 5.0090 0.1415 -1.1740
H: 5.5407 -1.4316 0.7275
H: 6.9889 -0.9769 -0.2309
H: 7.5178 -2.8264 1.0920
H: 7.5677 -3.2836 -0.6094
H: 5.3277 -4.1805 -0.2194
H: 7.1334 -4.9717 1.9722
H: 7.2288 -5.7086 0.3310
H: 4.7063 -5.7669 2.0585
H: 5.9824 -6.9737 2.1795
H: 4.1977 -8.7238 1.0976
H: 3.4740 -7.9605 -0.3560
H: 3.1324 -7.3228 1.2385
C: -5.3821 3.9920 -0.9566
O: -4.3299 4.3671 -1.8476
C: -3.3031 5.0876 -1.2067
C: -2.0843 4.1896 -0.9930
N: -1.6469 3.5244 -2.2229
C: -0.7277 4.4638 -2.9524
C: -0.0101 3.7306 -4.0538
O: 0.7714 2.7087 -3.4586
C: 1.4471 1.9228 -4.4517
H: -5.8990 4.8801 -0.5932
H: -5.0096 3.3011 -0.1963
H: -6.0835 3.4199 -1.5657
H: -3.4968 5.7082 -0.3240
H: -3.0216 5.8864 -1.9133
H: -2.3428 3.5058 -0.1733
H: -1.3078 4.8046 -0.5257
H: -2.4788 3.4887 -2.8132
H: 0.0175 4.9088 -2.2920
H: -1.3539 5.2476 -3.3839
H: 0.6245 4.4249 -4.6189
H: -0.7018 3.2656 -4.7662
H: 1.9071 1.0676 -3.9715
H: 2.1949 2.5829 -4.9009
H: 0.7398 1.6316 -5.2332
C: -4.4609 -7.1722 0.5553
O: -3.1207 -6.7885 0.6816
C: -2.1890 -7.4770 -0.1399
C: -0.8483 -7.6166 0.5554
N: 0.0859 -6.5096 0.5161
C: 0.4006 -5.9978 -0.8249
C: 1.5991 -5.0702 -0.7892
O: 1.2335 -3.8181 -0.2780
C: 2.2614 -2.8597 -0.3029
H: -4.6445 -8.0980 1.1203
H: -4.8299 -7.2247 -0.4697
H: -5.0255 -6.4346 1.1318
H: -2.1036 -6.9508 -1.0989
H: -2.6116 -8.4617 -0.3837
H: -0.4259 -8.5145 0.0779
H: -0.9391 -7.9061 1.6044
H: -0.3149 -5.7225 1.0207
H: -0.4780 -5.5154 -1.2653
H: 0.7317 -6.8721 -1.3958
H: 1.9885 -5.0469 -1.8139
H: 2.2764 -5.5542 -0.0694
H: 3.0017 -3.1244 0.4708
H: 1.8070 -1.9175 0.0023
H: 2.7907 -2.7339 -1.2518
C: 0.7025 4.7777 3.3790
O: -0.3067 5.4838 2.6925
C: -1.5507 4.8304 2.6288
C: -2.3612 4.8090 3.9085
N: -3.3641 3.7560 3.7937
C: -4.3665 4.0156 2.7777
C: -5.4255 2.9240 2.7883
O: -4.8787 1.7729 2.2204
C: -5.7722 0.6815 2.1182
H: 1.4167 5.5487 3.6763
H: 1.2445 4.1471 2.6603
H: 0.4512 4.1787 4.2548
H: -1.4641 3.7999 2.2477
H: -2.1076 5.3269 1.8272
H: -2.8510 5.7684 4.1512
H: -1.7318 4.6219 4.7827
H: -3.8831 3.6023 4.6476
H: -4.0189 4.1078 1.7528
H: -4.9524 4.9203 3.0392
H: -6.2933 3.3099 2.2214
H: -5.8382 2.7497 3.7950
H: -6.4575 0.8621 1.2797
H: -6.3937 0.5564 3.0136
H: -5.1746 -0.2177 1.9932
C: -4.2675 -3.2412 -0.0513
O: -4.1165 -3.1054 1.3363
C: -3.6710 -4.2915 1.9821
C: -2.1593 -4.3084 1.9678
N: -1.5582 -3.2553 2.7738
C: -0.3030 -2.7797 2.1765
C: 0.2570 -1.6013 2.9337
O: -0.6381 -0.5034 2.7862
C: 0.0053 0.7535 2.8645
H: -3.3198 -3.3694 -0.5842
H: -4.7244 -2.3457 -0.4685
H: -4.9617 -4.0808 -0.1828
H: -4.0736 -5.1596 1.4484
H: -4.0495 -4.1900 2.9976
H: -1.7686 -4.2325 0.9491
H: -1.7770 -5.2984 2.2820
H: -1.2211 -3.5856 3.6731
H: -0.4808 -2.4015 1.1614
H: 0.4187 -3.5953 2.0097
H: 1.2437 -1.3284 2.5417
H: 0.3425 -1.8009 4.0134
H: 0.1180 1.0610 1.8175
H: 1.0183 0.7087 3.2776
H: -0.5873 1.4840 3.4139


Formula: C38H89N3O8
Source: the OMol25 dataset
Level of theory: ωB97M-V/def2-TZVPD

Computed properties:
Gap between HOMO and LUMO in eV: 8.9
Electronic energy in eV: -61694.41146
E_LUMO in Eh: 0.02039
Multiplicity: 1

Atoms and positions in Å:
C: 18.0467 17.3257 13.7489
C: 18.9693 16.9601 14.9006
N: 18.3914 17.1241 16.2681
C: 17.4117 16.0497 16.5731
C: 18.1374 14.7603 17.0211
C: 17.8068 18.4881 16.3846
C: 17.7090 18.8511 17.9092
H: 18.4544 17.0438 12.7781
H: 17.8626 18.3994 13.7134
H: 17.0763 16.8301 13.7759
H: 19.4195 15.9745 14.7821
H: 19.8239 17.6231 14.7651
H: 16.7012 16.3332 17.3495
H: 16.8296 15.8179 15.6812
H: 17.5223 13.8849 17.2293
H: 18.9747 14.4396 16.4014
H: 18.5802 14.9989 17.9881
H: 16.7936 18.4689 15.9832
H: 18.4665 19.2355 15.9439
H: 18.7019 19.0538 18.3108
H: 17.1985 18.0936 18.5039
H: 17.1668 19.7939 17.9828
C: 14.9945 17.8718 20.8545
C: 13.5784 18.5071 20.8867
N: 12.7874 18.3724 19.6573
C: 11.4704 19.1096 19.7388
C: 11.5829 20.6467 19.9477
C: 12.4740 16.9764 19.4504
C: 11.7670 16.6170 18.1546
H: 15.5815 18.1653 21.7248
H: 15.5637 18.2663 20.0128
H: 15.1058 16.7877 20.8355
H: 13.0948 18.0402 21.7448
H: 13.6836 19.5806 21.0435
H: 10.9454 18.9377 18.7992
H: 10.9235 18.7538 20.6120
H: 12.0299 20.9165 20.9045
H: 12.2956 21.0403 19.2230
H: 10.6759 21.2155 19.7430
H: 11.9487 16.5292 20.2943
H: 13.3931 16.3988 19.3515
H: 12.2790 17.1065 17.3262
H: 10.7074 16.8687 18.1092
H: 11.8189 15.5424 17.9798
C: 15.9704 17.3186 10.6913
C: 15.5001 16.0111 11.3528
N: 14.8352 15.0509 10.3876
C: 14.2224 13.9480 11.0716
C: 12.9160 14.4442 11.7253
C: 15.8151 14.5591 9.3903
C: 15.0907 14.0126 8.1152
H: 15.8468 18.1250 11.4142
H: 15.3116 17.6095 9.8731
H: 16.9995 17.3388 10.3327
H: 16.2029 15.5326 12.0348
H: 14.6860 16.3149 12.0110
H: 14.0269 13.1769 10.3265
H: 14.8758 13.5005 11.8204
H: 12.9967 15.1255 12.5723
H: 12.3104 14.9194 10.9535
H: 12.3543 13.5782 12.0756
H: 16.4690 13.7740 9.7700
H: 16.4973 15.3614 9.1090
H: 14.6519 13.0375 8.3265
H: 15.7473 13.9388 7.2483
H: 14.3553 14.7312 7.7536
C: 13.8082 19.4177 16.2366
C: 14.0136 18.6150 14.9890
C: 14.0004 17.1203 15.0836
O: 14.0733 19.1739 13.8789
H: 12.7252 19.4180 16.3593
H: 14.2607 20.4016 16.1129
H: 14.1886 18.9059 17.1206
H: 14.6889 16.7594 14.3194
H: 13.0162 16.7807 14.7609
H: 14.2750 16.7259 16.0619
C: 16.1656 8.2779 16.5876
C: 15.0815 9.3291 16.6333
C: 14.6934 9.8800 18.0376
O: 14.5190 9.6360 15.6032
H: 17.1753 8.6849 16.5339
H: 16.1327 7.8080 15.6046
H: 16.0639 7.5847 17.4226
H: 14.3083 10.8934 17.9235
H: 15.5454 9.9037 18.7170
H: 13.8359 9.3379 18.4363
C: 14.7893 13.4335 14.8598
C: 13.6523 13.0014 15.7658
C: 12.5483 12.1540 15.0762
O: 13.5784 13.4209 16.9076
H: 14.5589 14.3135 14.2594
H: 15.0724 12.6693 14.1360
H: 15.6062 13.6980 15.5313
H: 12.2920 11.2226 15.5810
H: 13.0824 11.8312 14.1826
H: 11.6380 12.7343 14.9256
C: 8.0425 14.7910 16.0725
C: 8.9578 14.4266 14.9524
C: 10.2321 15.2379 14.7805
O: 8.6824 13.4880 14.1494
H: 8.4003 14.3844 17.0184
H: 7.1864 14.2356 15.6893
H: 7.8216 15.8583 16.0812
H: 10.1349 16.2797 15.0862
H: 10.6256 15.1180 13.7711
H: 10.9244 14.6845 15.4149
C: 20.5931 13.8476 13.2374
O: 19.5079 13.5022 12.4410
C: 18.3249 13.2349 13.1624
C: 18.3383 11.9198 13.9522
O: 18.9344 12.1738 15.1567
C: 18.8073 11.0178 15.9738
H: 21.5593 13.7682 12.7392
H: 20.7081 13.1794 14.0909
H: 20.6045 14.8893 13.5582
H: 17.5652 13.1270 12.3883
H: 18.0976 14.0827 13.8087
H: 18.9297 11.1990 13.3875
H: 17.3382 11.5287 14.1390
H: 19.5000 10.9397 16.8117
H: 18.7230 10.0659 15.4494
H: 17.8692 11.1660 16.5086
C: 11.2160 8.0440 12.8639
O: 12.2815 8.0305 11.9450
C: 12.7048 9.3033 11.5573
C: 11.8054 10.0775 10.6531
O: 12.5220 11.1766 10.2492
C: 11.8087 12.0558 9.3235
H: 11.4360 8.7040 13.7031
H: 10.9477 7.0718 13.2774
H: 10.3005 8.3772 12.3751
H: 13.6170 9.1544 10.9795
H: 12.9205 9.8940 12.4476
H: 10.8974 10.4258 11.1454
H: 11.2932 9.4999 9.8835
H: 10.8677 12.3432 9.7927
H: 11.5268 11.4891 8.4361
H: 12.3392 12.9636 9.0361